{"formula": "C3H6N4", "method": "ωB97M-V with the def2-TZVPD basis set", "symbols": ["C", "C", "C", "N", "N", "N", "N", "H", "H", "H", "H", "H", "H"], "xyz": [[-0.5796, 1.1365, -0.0986], [0.4787, -1.2815, 0.2482], [1.0843, -0.2731, -0.6247], [-1.2232, 0.3930, 0.6709], [0.9849, -2.4227, 0.4640], [-0.7166, -0.8688, 0.8385], [-0.7689, 2.3060, -0.6936], [0.9649, -0.3963, -1.6849], [2.0163, 0.1479, -0.2901], [0.4450, -2.9954, 1.1085], [-1.1258, -1.3987, 1.5975], [0.0200, 2.7950, -1.0829], [-1.5800, 2.8580, -0.4529]], "forces_ev_per_a": [[3.45, -3.75, -0.51], [-0.67, -0.09, 0.56], [-2.66, 2.71, 0.69], [-0.55, 0.88, 0.05], [0.69, -0.50, -0.21], [-0.12, -0.23, 0.05], [-0.40, 0.99, -0.36], [0.07, -0.15, -0.26], [0.20, 0.01, 0.00], [-0.12, 0.11, 0.05], [0.18, 0.21, -0.25], [-0.10, -0.14, 0.21], [0.03, -0.05, -0.01]], "lowdin_charge": [-0.250, -0.520, 0.084, 0.015, 0.100, -0.016, 0.098, 0.062, 0.062, 0.035, 0.131, 0.097, 0.104], "homo_lumo_gap_ev": 8.63, "e_above_lowest_kj_mol": 335.4, "spin_multiplicity": 1}